No. 1
This record from OMol25 describes a cluster of 4 separate species, C4H15N3O in total at a distorted geometry. The level of theory is ωB97M-V with the def2-TZVPD basis set.

Values from the calculation:
total energy: -10905.663 eV

Last column: Mulliken charge in e.
Element x y z (Å)
1 C 2.12823 -0.13573 -0.06311  0.15
2 N 1.65634 -0.86268 -1.07958  -0.26
3 N 3.36594 0.42878 -0.17111  -0.41
4 N 1.66649 -0.44071 1.16078  -0.29
5 H 0.81711 1.59578 -0.32758  -0.02
6 H 1.98475 -0.69699 -2.01608  0.22
7 H 3.66836 1.02667 0.58235  0.24
8 H 1.91060 0.17301 1.92169  0.28
9 H 0.70533 -0.81249 1.17246  0.29
10 H 0.70315 -1.23419 -0.94555  0.29
11 H 3.64122 0.75552 -1.08462  0.25
12 C -1.32827 0.09405 0.02948  0.60
13 C -2.22858 0.01604 -1.17580  -1.44
14 C -2.09716 0.44815 1.27597  -1.41
15 O -0.75392 -1.26868 0.23837  -0.73
16 H -1.46724 -1.92475 0.37861  0.27
17 H -0.01687 1.20165 -0.23365  0.04
18 H -2.68295 0.99004 -1.37980  0.35
19 H -2.54872 1.43997 1.18054  0.36
20 H -3.06307 -0.70806 -1.04350  0.33
21 H -1.68325 -0.28888 -2.07593  0.29
22 H -2.92358 -0.26470 1.49290  0.32
23 H -1.45392 0.46822 2.16314  0.28

---

No. 2
This record from OMol25 describes a structure of composition C2H6BF4ORbS at a distorted geometry. The level of theory is ωB97M-V with the def2-TZVPD basis set.

Values from the calculation:
total energy: -27261.844 eV

Last column: Mulliken charge in e.
Element x y z (Å)
1 Rb 0.63827 -1.90563 1.07371  1.01
2 B -0.57192 -4.20963 -0.71042  0.41
3 F -1.37804 -4.18248 0.45372  -0.40
4 F -0.85338 -5.26807 -1.48462  -0.35
5 F -0.85615 -3.01003 -1.27452  -0.30
6 F 0.75157 -4.25165 -0.40664  -0.38
7 C 1.05283 1.86316 1.24944  -0.99
8 S 0.66788 1.66193 -0.61887  0.53
9 O -0.08275 0.37194 -0.68892  -0.56
10 C -0.52541 3.11419 -0.62672  -0.89
11 H 0.15663 1.60103 1.81177  0.34
12 H 1.42831 2.86002 1.48046  0.37
13 H 1.78715 1.12214 1.56531  0.27
14 H -0.06221 3.86726 0.01080  0.33
15 H -1.49857 2.90642 -0.18186  0.31
16 H -0.65413 3.45940 -1.65257  0.31